1.
Density functional theory data (ωB97M-V with the def2-TZVPD basis set) for a structure of composition C51H62FN4O3P3Pd.

Structure (XYZ):
```
125
C51H62FN4O3P3Pd (ωB97M-V with the def2-TZVPD basis set)
Pd 12.91928 12.29196 13.00024
O 11.81638 10.69733 14.83762
C 11.62054 11.41616 16.01350
C 10.45364 11.31648 16.75697
C 10.38983 12.11205 17.88626
C 11.40502 13.02492 18.20825
C 12.52172 13.10844 17.44080
C 12.66769 12.30787 16.30505
P 14.02525 12.33482 15.14600
C 15.03976 13.77826 15.46275
C 14.39435 15.04936 15.52347
C 15.19237 16.15788 15.74459
C 16.57528 16.01028 15.88614
C 17.19388 14.80932 15.85932
C 16.40945 13.69052 15.65652
C 14.96708 10.84382 15.41906
C 14.90954 10.20056 16.62336
C 15.52656 8.99958 16.87642
C 16.26422 8.38875 15.88222
C 16.31869 9.01529 14.67323
C 15.67978 10.19461 14.41643
C 11.16249 9.55430 14.48361
C 11.09792 8.45934 15.35027
C 10.49179 7.31181 14.86576
C 9.90870 7.28476 13.60739
C 9.99692 8.36375 12.71235
C 10.68188 9.48869 13.16167
P 11.01803 10.92863 12.13106
C 9.57372 11.97796 12.07051
C 8.40563 11.73049 12.78768
C 7.33453 12.64277 12.67512
C 7.46014 13.82618 11.98992
C 8.67627 14.09113 11.31816
C 9.69113 13.18067 11.34448
C 11.33072 10.27484 10.50568
C 10.70900 10.81705 9.40911
C 10.96088 10.22448 8.19107
C 11.77551 9.12734 8.03523
C 12.32499 8.55760 9.19971
C 12.10178 9.11578 10.43799
H 9.69679 10.67867 16.47814
H 9.45858 12.09863 18.44645
H 11.24789 13.63378 19.10866
H 13.29708 13.84848 17.55296
H 13.31470 15.05249 15.38206
H 14.76920 17.14349 15.75808
H 17.18311 16.87941 16.08539
H 18.28555 14.76836 15.96650
H 16.88279 12.66738 15.75856
H 14.35857 10.73331 17.46497
H 15.46918 8.59274 17.88132
H 16.74419 7.43922 15.96549
H 16.89796 8.59737 13.86686
H 15.64114 10.58567 13.41549
H 11.45439 8.59595 16.38957
H 10.43777 6.45364 15.52564
H 9.43188 6.37396 13.30803
H 9.59227 8.33229 11.68864
H 8.32347 10.84936 13.39844
H 6.35955 12.43340 13.15502
H 6.66205 14.57640 12.04871
H 8.80665 15.02237 10.73687
H 10.62414 13.46208 10.88604
H 10.07443 11.71305 9.47976
H 10.56963 10.61492 7.31127
H 11.91096 8.64444 7.07990
H 12.91187 7.64816 9.20197
H 12.48349 8.70330 11.38338
O 14.75263 10.44183 9.54070
H 14.74508 9.49357 9.40544
H 14.53530 10.69065 10.45215
O 11.56606 14.27617 14.02627
H 10.62845 13.99336 14.04265
H 11.86557 14.58888 13.16990
F 14.04738 10.65190 12.22506
N 13.26670 14.05397 12.04384
P 14.01830 14.59801 10.81004
N 15.56616 14.09327 10.57668
C 16.39085 13.76755 11.72924
C 17.14050 12.48323 11.39166
C 17.99247 12.52705 10.11277
C 17.05592 12.88504 9.01255
C 16.37081 14.22310 9.32205
N 14.36487 16.31260 11.01030
C 14.87264 17.09001 9.90306
C 14.45775 18.56204 10.12411
C 15.29297 19.07117 11.29690
C 15.44487 18.07704 12.46878
C 14.31801 17.02729 12.28435
N 13.30830 14.62479 9.34769
C 12.16542 15.47338 8.97680
C 12.31891 15.76644 7.45317
C 12.30638 14.48037 6.65288
C 13.38900 13.53808 7.14631
C 13.27273 13.31076 8.62275
H 15.77446 13.66001 12.57788
H 17.09466 14.61102 11.95322
H 16.29031 11.77121 11.19212
H 17.67989 12.13729 12.30001
H 18.33013 11.50374 10.07116
H 18.88005 13.24446 10.13524
H 16.31232 12.08250 8.97606
H 17.49954 12.91851 8.02304
H 15.70003 14.48374 8.48783
H 17.08907 15.03973 9.51402
H 14.58100 16.59208 8.99849
H 15.95496 17.14464 10.01480
H 13.37647 18.66273 10.23418
H 14.69115 19.04582 9.20368
H 14.95570 20.05985 11.59173
H 16.24524 19.39854 10.84903
H 15.24320 18.55024 13.40646
H 16.42295 17.63125 12.54478
H 13.30090 17.51816 12.34134
H 14.26431 16.26121 13.08724
H 12.16255 16.39782 9.57645
H 11.23019 14.97736 9.18558
H 13.22944 16.40476 7.29141
H 11.45472 16.39097 7.16322
H 12.45485 14.72477 5.58655
H 11.36874 13.96107 6.64716
H 14.38825 13.89363 6.83586
H 13.23528 12.54248 6.68725
H 14.10022 12.68786 8.99002
H 12.34455 12.84115 8.88422
```

Results
ΔE to the lowest compared entry with this formula, charge and spin   0.095 eV
Expectation value of S²   6.02
E_LUMO (alpha / beta)   -3.935 / -7.494 eV
E_HOMO (alpha / beta)   -12.673 / -12.937 eV
Multiplicity   5
Kohn-Sham gap (alpha / beta)   8.74 / 5.44 eV
Net charge   +2

=====

2.
Density functional theory data (ωB97M-V with the def2-TZVPD basis set) for a structure of composition C51H63AsCl2N4O5PRbSi.

Structure (XYZ):
```
129
C51H63AsCl2N4O5PRbSi (ωB97M-V with the def2-TZVPD basis set)
Rb -0.46221 0.05219 -0.05507
O 2.17871 1.26813 1.24667
C 3.37710 1.58663 0.57988
C 3.17517 2.72042 -0.41156
N 2.25594 2.37735 -1.48661
C 1.29637 3.42222 -1.78442
C 0.13917 3.53181 -0.76964
O -0.63356 4.48588 -0.92359
O 0.07314 2.63858 0.12760
C 2.91446 1.80088 -2.63542
C 3.36718 0.36228 -2.40908
O 4.52232 0.00753 -2.53678
O 2.37585 -0.42865 -2.05698
H 1.45707 1.78086 0.81395
H 3.77310 0.69704 0.07634
H 4.12530 1.90157 1.32064
H 4.15422 3.03330 -0.81446
H 2.76087 3.56942 0.14110
H 0.82827 3.21604 -2.74584
H 1.75886 4.41959 -1.86078
H 3.80229 2.37128 -2.95165
H 2.20553 1.77033 -3.46572
Cl -3.13424 1.50687 -1.13323
C -3.63691 -0.19480 -1.17909
Cl -3.59490 -0.90645 0.45631
H -2.93430 -0.74653 -1.80488
H -4.65594 -0.24800 -1.54233
C -2.15839 -4.25706 -0.63596
C -1.80264 -3.82673 -2.03265
C -1.50656 -4.75940 -3.01760
C -1.16132 -4.26661 -4.27997
C -1.11952 -2.91722 -4.50758
C -1.42314 -1.99137 -3.45089
N -1.77006 -2.51063 -2.23470
N -1.40499 -0.66771 -3.56182
Si -1.00513 0.23988 -4.92753
C 0.75027 -0.03708 -5.59236
C -2.17013 -0.03895 -6.40283
C -1.12810 2.07841 -4.51472
H -2.07446 -5.33887 -0.51811
H -3.18076 -3.95267 -0.39908
H -1.49482 -3.76524 0.07976
H -1.52979 -5.81970 -2.80262
H -0.91894 -4.95530 -5.08474
H -0.84988 -2.53445 -5.48313
H 0.86800 -1.00127 -6.09169
H 1.46008 -0.01495 -4.75997
H 1.03025 0.74690 -6.30330
H -2.18489 -1.08398 -6.72294
H -1.87917 0.57707 -7.25993
H -3.19057 0.23562 -6.12023
H -0.16772 2.58436 -4.64423
H -1.44969 2.22243 -3.48172
H -1.84882 2.58738 -5.16117
C -0.35980 1.83024 4.81637
C -0.28441 2.93714 5.85827
As 0.51905 2.34863 7.56772
C 2.26585 1.80546 6.86146
C 2.34945 0.51957 6.32597
C 3.50005 0.08476 5.68388
C 4.60582 0.91952 5.61116
C 4.55502 2.17879 6.19165
C 3.39149 2.62271 6.80656
C 0.95410 4.12672 8.27837
C 0.88086 4.30760 9.65718
C 1.14929 5.54237 10.23442
C 1.49147 6.62057 9.43252
C 1.56553 6.45657 8.05551
C 1.29912 5.22056 7.48366
P -0.50015 2.28794 3.01245
C 0.76306 3.61473 2.91836
C 2.02047 3.41134 3.48969
C 3.02902 4.35387 3.35008
C 2.80218 5.51182 2.61667
C 1.56523 5.70806 2.01722
C 0.55410 4.76762 2.16434
C -2.06498 3.24965 3.01730
C -3.13279 2.67654 2.33093
C -4.37659 3.29305 2.29947
C -4.56818 4.49654 2.95957
C -3.51116 5.08140 3.64726
C -2.27035 4.46335 3.67351
H -1.19596 1.15464 5.01558
H 0.53388 1.20440 4.83944
H -1.27616 3.32096 6.10469
H 0.30889 3.76678 5.47934
H 1.49623 -0.14713 6.38339
H 3.52256 -0.89643 5.22724
H 5.50153 0.58973 5.10045
H 5.41884 2.83157 6.14585
H 3.36373 3.61845 7.22876
H 0.60645 3.46880 10.28728
H 1.08677 5.66222 11.30928
H 1.69751 7.58648 9.87722
H 1.83150 7.29296 7.42090
H 1.37305 5.11575 6.40750
H 2.23157 2.49444 4.02779
H 3.99670 4.16911 3.80194
H 3.59163 6.24446 2.49455
H 1.38400 6.58493 1.40734
H -0.38155 4.91276 1.63879
H -2.98278 1.74753 1.79587
H -5.18476 2.83768 1.74064
H -5.53374 4.98746 2.93032
H -3.65132 6.02843 4.15534
H -1.44837 4.94129 4.19339
C 3.74790 -3.80157 -1.09226
N 2.70150 -2.80108 -0.97855
C 1.43433 -3.32304 -1.48843
C 2.58853 -2.24014 0.39850
C 1.78322 -3.04604 1.39660
C 2.43262 -4.05737 2.10933
C 1.73561 -4.82951 3.03094
C 0.38510 -4.56579 3.22481
C -0.23492 -3.54584 2.50399
C 0.41209 -2.72747 1.55611
H 3.83623 -4.11298 -2.13548
H 3.53905 -4.69374 -0.48363
H 4.70255 -3.37446 -0.78055
H 2.69250 -1.35969 -1.76774
H 1.12032 -4.23089 -0.95984
H 1.54030 -3.54109 -2.55371
H 0.64520 -2.58497 -1.35978
H 2.11799 -1.26033 0.30839
H 3.61487 -2.08186 0.74591
H 3.49621 -4.23877 1.95821
H 2.23688 -5.61335 3.58996
H -0.18052 -5.15348 3.94519
H -1.29772 -3.38766 2.70082
```

Results
E_LUMO   3.466 eV
E_HOMO   -1.648 eV
Kohn-Sham gap   5.11 eV
Net charge   -2

=====

Max |F| / eV/Å: 3.376; 0.851